Entry 1:
The following is a quantum chemistry calculation of an isolated molecule of C5H11NO, from the Open Molecules 2025 dataset.

Calculated values
E_HOMO   -9.1736 eV
SMILES   C[C@@H]1CN[C@]1(C)O
Frontier orbital gap   10.1765 eV
Multiplicity   1
E   -8900.4042 eV
Molecular weight   101.1 g mol⁻¹
Energy above the lowest of the compared OMol25 structures with the same formula, charge and spin   29.8 kcal per mole
F_max   0.305 eV/Å

Positions of all 18 atoms, in Å:
C 1.108 -0.795 -1.490
C -1.864 0.879 0.108
N 0.021 0.035 1.581
H 2.145 -0.590 -1.785
H -2.280 0.757 -0.899
C 0.627 0.226 -0.474
C -0.699 -0.074 0.302
H 0.590 1.221 -0.934
H -0.292 0.803 2.165
H 2.018 -0.555 1.093
H 1.073 -1.812 -1.080
H -1.559 1.923 0.249
H -2.647 0.630 0.834
O -1.229 -1.366 0.109
C 1.315 0.268 0.904
H -0.628 -1.979 0.556
H 0.483 -0.777 -2.390
H 1.819 1.208 1.151

For each atom in turn, the Löwdin charge in e is: -0.06 -0.01 0.04 0.08 0.09 -0.27 -0.58 0.14 0.11 0.11 0.07 0.08 0.09 0.00 -0.15 0.10 0.08 0.11

=====

Entry 2:
The following is a quantum chemistry calculation of an isolated molecule of C4H7N3, from the Open Molecules 2025 dataset.

Calculated values
E_HOMO   -9.6827 eV
SMILES   [H]/N=C(\C#N)NCC
Frontier orbital gap   10.4853 eV
Multiplicity   1
E   -8731.2702 eV
Molecular weight   97.1 g mol⁻¹
Energy above the lowest of the compared OMol25 structures with the same formula, charge and spin   9.4 kcal per mole
F_max   1.157 eV/Å

Positions of all 14 atoms, in Å:
N 0.260 0.403 -0.065
C -2.197 0.338 -0.254
H 0.168 1.380 -0.297
H -2.336 1.038 0.577
H -0.924 -1.079 0.784
C -0.910 -0.460 -0.120
H -2.224 0.901 -1.194
N 3.551 1.440 -0.367
C 1.499 -0.158 -0.051
C 2.614 0.779 -0.214
H -0.801 -1.151 -0.966
N 1.677 -1.417 0.085
H 2.668 -1.644 0.085
H -3.049 -0.349 -0.257

For each atom in turn, the Löwdin charge in e is: 0.02 -0.10 0.14 0.08 0.12 -0.26 0.07 0.16 -0.47 -0.14 0.12 0.14 0.06 0.08

=====

Entry 3:
The following is a quantum chemistry calculation of a cluster of 2 separate species, C6H16 in total, from the Open Molecules 2025 dataset.

Calculated values
E_HOMO   -10.9401 eV
SMILES   CCC.CCC
Frontier orbital gap   12.0500 eV
Multiplicity   1
E   -6481.0356 eV
Molecular weight   88.2 g mol⁻¹
Energy above the lowest of the compared OMol25 structures with the same formula, charge and spin   14.3 kcal per mole
F_max   1.845 eV/Å

Positions of all 22 atoms, in Å:
H 1.691 1.944 -2.607
H 1.876 0.656 -0.493
H 0.636 -2.024 0.141
C 1.119 0.380 -1.225
C -0.497 -1.677 1.960
C -1.511 -0.552 1.651
H 0.343 -1.231 2.498
H 1.355 -0.474 -1.850
H -0.795 2.566 -0.856
H 0.432 -3.396 1.147
C -0.106 -2.529 0.772
H -0.983 -2.285 2.730
H 0.099 1.326 -2.829
H -2.235 -0.927 0.931
H 0.240 3.687 -1.539
H -1.959 -0.114 2.539
H -0.906 -2.699 0.053
C 0.799 1.647 -2.055
H 0.291 0.113 -0.565
C 0.275 2.689 -1.091
H -0.958 0.273 1.190
H 0.699 2.653 -0.088

For each atom in turn, the Löwdin charge in e is: 0.10 0.07 0.05 -0.13 -0.32 -0.12 0.10 0.07 0.07 0.07 -0.12 0.09 0.10 0.07 0.07 0.07 0.08 -0.31 0.04 -0.14 0.04 0.07